This record from OMol25 describes C3H7NOS in the gas phase at a distorted geometry. The level of theory is ωB97M-V/def2-TZVPD.

Properties
Total charge: 0
Spin multiplicity: 1
SMILES: CCC(=S)NO
Electronic energy (Eh): -646.6185
E_HOMO (eV): -8.6
Relative energy (zero: lowest compared OMol25 entry of this formula, charge and spin) (kJ/mol): 245.4
Kohn-Sham gap (eV): 9.13

Positions of all 13 atoms, in Å:
C1 1.698666 -0.075046 -0.353273
C2 0.511461 -0.830266 0.314909
C3 -0.840303 -0.343627 0.026874
S1 -2.161945 -1.447137 -0.157193
N1 -1.033713 0.960710 0.134102
O1 -2.221500 1.567155 -0.151737
H1 2.003256 0.758664 0.338507
H2 1.379431 0.321710 -1.397929
H3 2.556102 -0.742637 -0.457024
H4 0.610242 -1.889188 0.051099
H5 0.548345 -0.751499 1.364259
H6 -0.232306 1.651290 0.121486
H7 -2.817732 0.819865 0.165924

Atoms 1-3, force components in eV/Å:
-0.90 1.20 -0.27
1.50 -0.53 -1.53
-2.56 -1.08 -0.28

This record from OMol25 describes a molecular structure, C14H40FFeO6 at a distorted geometry. The level of theory is ωB97M-V/def2-TZVPD.

Properties
Total charge: +2
Spin multiplicity: 6
Electronic energy (Eh): -2371.8459
E_HOMO (alpha / beta) (eV): -16.3 / -16.3
Kohn-Sham gap (alpha / beta) (eV): 11.03 / 7.33

Positions of all 62 atoms, in Å:
Fe1 0.403826 0.669497 -0.073249
F1 -0.111810 0.317270 -1.777681
C1 -3.382678 -0.014436 -1.993979
C2 -4.075758 0.768307 -0.884594
C3 -5.142444 -0.054354 -0.119665
O1 -3.219711 1.368605 0.128847
H1 -3.292104 -1.151240 -1.796112
H2 -2.325429 0.262405 -2.118756
H3 -3.941349 0.121665 -2.893059
H4 -4.564122 1.594910 -1.394529
H5 -4.740852 -0.934817 0.373248
H6 -5.918731 -0.241835 -0.877605
H7 -5.563188 0.598525 0.624285
H8 -3.828360 1.815245 0.744353
C4 3.372002 3.707862 0.906631
C5 2.751836 3.059891 -0.265109
C6 3.849610 2.857186 -1.317485
O2 2.186503 1.652186 0.035116
H9 4.229062 3.172634 1.289926
H10 2.677248 3.803729 1.769174
H11 3.623893 4.706593 0.604390
H12 1.944997 3.640058 -0.718876
H13 4.196517 3.826504 -1.600362
H14 3.366365 2.445511 -2.178196
H15 4.696761 2.324016 -0.935092
H16 2.977861 1.084030 -0.011095
C7 3.873273 -1.888374 0.605437
C8 2.523260 -1.610866 1.126119
O3 1.682315 -0.941918 0.183188
H17 3.711260 -2.701474 -0.126879
H18 4.560210 -2.132624 1.435638
H19 4.245062 -1.047433 0.053296
H20 2.568460 -0.982793 2.010775
H21 2.020690 -2.541197 1.386092
H22 1.544596 -1.487060 -0.626165
C9 0.516675 -5.220343 -1.818685
C10 0.150433 -3.813101 -1.486915
O4 1.189647 -2.839897 -1.679704
H23 -0.371245 -5.811397 -1.876312
H24 1.235269 -5.677431 -1.109710
H25 0.923671 -5.293757 -2.878135
H26 0.013493 -3.770573 -0.434763
H27 -0.720555 -3.515132 -2.057553
H28 1.542146 -2.868584 -2.614123
C11 -2.059063 -2.669189 1.256023
C12 -1.434587 -1.327411 1.562683
O5 -1.244677 -0.508240 0.402363
H29 -2.071059 -3.366523 2.089790
H30 -1.467117 -3.125715 0.505108
H31 -3.068042 -2.504977 0.891710
H32 -0.447741 -1.527444 2.024231
H33 -2.003042 -0.768342 2.311169
H34 -1.792166 -0.762615 -0.409986
C13 -0.240554 3.311620 2.432326
C14 -0.823606 3.536150 1.047900
O6 -0.757428 2.305740 0.294299
H35 -0.913846 2.677314 3.045700
H36 -0.213980 4.259263 2.936546
H37 0.862333 2.961421 2.431426
H38 -0.197440 4.274071 0.510036
H39 -1.863382 3.874246 1.117005
H40 -1.643214 2.104655 -0.060458

Atoms 1-3, force components in eV/Å:
-0.49 -0.33 -0.98
0.71 0.45 1.09
1.58 -1.78 1.69

This record from OMol25 describes a molecular structure, C37H35BrF6GaO2P2Se at a distorted geometry. The level of theory is ωB97M-V/def2-TZVPD.

Properties
Total charge: 0
Spin multiplicity: 2
Electronic energy (Eh): -9763.8429
E_HOMO (alpha / beta) (eV): -8.5 / -8.5
Relative energy (zero: lowest compared OMol25 entry of this formula, charge and spin) (kJ/mol): 97.9
Kohn-Sham gap (alpha / beta) (eV): 8.67 / 5.47

Positions of all 85 atoms, in Å:
Ga1 0.779393 -0.714945 -1.670110
C1 1.572419 -3.525961 1.566926
C2 0.987738 -2.858586 2.780114
C3 0.880324 -3.567234 3.972590
C4 0.362018 -2.986012 5.118172
C5 -0.039037 -1.660239 5.089777
C6 0.078432 -0.930058 3.917999
C7 0.576264 -1.515753 2.755331
P1 0.805732 -0.573185 1.193224
C8 -0.017869 1.014945 1.625904
C9 -1.377062 0.815832 1.906405
C10 -2.211619 1.860361 2.251079
C11 -1.693003 3.143860 2.316723
C12 -0.360523 3.356219 2.017415
C13 0.501477 2.318507 1.660376
C14 1.931791 2.676036 1.348755
C15 2.608464 -0.295266 1.276817
C16 3.269718 -0.169514 2.500341
C17 4.628928 0.074407 2.550017
C18 5.336849 0.240647 1.367039
C19 4.689762 0.108760 0.152086
C20 3.328687 -0.207060 0.080468
C21 2.781910 -0.529530 -1.278313
H1 1.547423 -4.609542 1.671825
H2 2.612710 -3.218060 1.428718
H3 1.029604 -3.252247 0.664102
H4 1.212757 -4.598441 3.997756
H5 0.277769 -3.564670 6.028931
H6 -0.439684 -1.188086 5.977597
H7 -0.218986 0.109656 3.920059
H8 -1.771843 -0.194832 1.872851
H9 -3.256430 1.674056 2.466181
H10 -2.328088 3.977432 2.587303
H11 0.032073 4.365591 2.064070
H12 2.054427 3.758542 1.360201
H13 2.229786 2.304739 0.367819
H14 2.616507 2.253329 2.082340
H15 2.712299 -0.260772 3.423866
H16 5.134384 0.143599 3.504766
H17 6.397254 0.457789 1.391068
H18 5.246544 0.224016 -0.770179
H19 3.066234 -1.555843 -1.525107
H20 3.216024 0.112126 -2.041847
F1 2.167366 -2.033575 -3.909763
P2 1.286320 -1.146619 -4.941908
F2 0.345385 -0.211087 -5.816603
F3 1.897761 0.195334 -4.207262
F4 0.052793 -1.114597 -3.728903
F5 2.452625 -1.130491 -6.009129
F6 0.619248 -2.458090 -5.528074
Br1 -3.812977 -7.903813 -1.060849
C22 -2.821032 -6.290645 -1.163058
C23 -3.386113 -5.120452 -0.681922
C24 -2.668168 -3.940702 -0.772204
C25 -1.392822 -3.942572 -1.324782
C26 -0.834201 -5.128318 -1.792781
C27 -1.552846 -6.308736 -1.722300
C28 -0.597212 -2.692478 -1.398682
O1 -1.141578 -1.556443 -1.288877
O2 0.655248 -2.761718 -1.537100
H21 -4.371394 -5.138415 -0.237661
H22 -3.085786 -3.008959 -0.414188
H23 0.157971 -5.112998 -2.222377
H24 -1.133009 -7.235348 -2.087407
C29 -4.146687 5.866797 -1.113038
C30 -3.088656 4.819626 -1.298774
C31 -3.414457 3.474448 -1.405778
C32 -2.453101 2.503649 -1.644431
C33 -2.857060 1.068202 -1.790655
C34 -1.113050 2.909779 -1.790059
Se1 0.198091 1.716785 -2.454907
C35 -0.751832 4.268714 -1.645602
C36 0.671595 4.733127 -1.784403
C37 -1.747420 5.191602 -1.392780
H25 -5.129626 5.414498 -0.993780
H26 -4.173539 6.526885 -1.981895
H27 -3.935072 6.489056 -0.241960
H28 -4.452386 3.175432 -1.312143
H29 -3.906774 0.934764 -1.532812
H30 -2.256195 0.425446 -1.150174
H31 -2.709612 0.720642 -2.815110
H32 1.356528 4.068797 -1.262257
H33 0.790554 5.742412 -1.393388
H34 0.966169 4.739055 -2.836498
H35 -1.476593 6.236359 -1.285219

Atoms 1-3, force components in eV/Å:
-0.01 -0.95 0.48
0.00 0.08 0.12
-0.03 0.03 -0.01

This record from OMol25 describes a molecular structure, C27H28BrNO2PW. The level of theory is ωB97M-V/def2-TZVPD.

Properties
Total charge: +3
Spin multiplicity: 3
Electronic energy (Eh): -4232.2883
E_HOMO (alpha / beta) (eV): -17.2 / -17.4
Relative energy (zero: lowest compared OMol25 entry of this formula, charge and spin) (kJ/mol): 63.6
Kohn-Sham gap (alpha / beta) (eV): 6.53 / 7.04

Positions of all 61 atoms, in Å:
W1 -0.039703 0.027732 -0.729614
C1 -0.962777 3.870362 0.480225
C2 0.107583 3.361222 -0.216599
C3 0.673042 2.130225 0.176861
C4 0.172574 1.428848 1.299531
C5 -0.956172 1.954178 1.967658
C6 -1.490666 3.161111 1.572371
P1 0.714240 -0.270242 1.656344
C7 0.508298 -0.484005 3.412141
C8 1.028320 0.505479 4.255514
C9 0.960948 0.319723 5.624515
C10 0.379843 -0.831338 6.146919
C11 -0.133127 -1.812487 5.308094
C12 -0.064954 -1.645838 3.934966
C13 2.271702 -0.568326 0.854967
C14 3.556576 -0.762521 1.328143
C15 4.555818 -0.977155 0.383993
C16 4.262574 -0.995749 -0.980271
C17 2.967970 -0.807862 -1.442093
C18 1.925000 -0.598427 -0.526245
H1 -1.385478 4.829125 0.209246
H2 0.555095 3.916904 -1.031152
H3 1.658009 1.865127 -0.218104
H4 -1.365474 1.432017 2.824032
H5 -2.322511 3.578272 2.126179
H6 1.480875 1.404565 3.854625
H7 1.363112 1.072861 6.288410
H8 0.331803 -0.964670 7.219470
H9 -0.576920 -2.706342 5.723947
H10 -0.443903 -2.421308 3.280924
H11 3.779304 -0.758969 2.387577
H12 5.575384 -1.135922 0.709892
H13 5.065097 -1.170225 -1.685021
H14 2.779617 -0.844464 -2.508404
C19 -1.420990 -2.634204 0.274072
O1 -1.495237 -1.488052 -0.638645
C20 -2.860285 -1.143065 -1.067025
C21 -3.108362 0.262833 -0.594206
O2 -2.010530 1.064565 -1.095197
C22 -2.361403 1.878439 -2.249481
H15 -1.969630 -3.457215 -0.177978
H16 -1.854146 -2.351105 1.232447
H17 -0.370765 -2.893576 0.370455
H18 -3.552215 -1.864495 -0.637406
H19 -2.875903 -1.224119 -2.153939
H20 -3.080290 0.332327 0.494143
H21 -4.059764 0.656097 -0.950253
H22 -3.190603 2.528273 -1.978185
H23 -2.631477 1.239655 -3.090573
H24 -1.491209 2.480605 -2.492205
Br1 0.228518 -1.182322 -7.382404
C23 0.157473 -0.922137 -5.554081
C24 0.476936 0.318602 -4.995626
C25 0.416074 0.461999 -3.631758
N1 0.041405 -0.537189 -2.799176
C26 -0.251948 -1.737526 -3.343475
C27 -0.201940 -1.965492 -4.697584
H25 0.782396 1.149930 -5.615455
H26 0.705058 1.402607 -3.170942
H27 -0.517609 -2.530096 -2.658423
H28 -0.434642 -2.947222 -5.086125

Atoms 1-3, force components in eV/Å:
-0.39 -0.33 0.26
-0.01 0.00 0.01
0.01 -0.03 0.03

- Look up the spin multiplicity of the third one.
  2

- The lowest spin multiplicity belongs to which entry?
  C3H7NOS